Below is 16 unconnected molecules or ions with the total composition C90H205N7O16 at a distorted geometry, with properties calculated with wB97M-V/def2-TZVPD.

Output
gap between HOMO and LUMO	8.480	eV
HOMO	-8.11	eV
strongest force on any atom	3.069	eV Å⁻¹
ΔE to the lowest compared entry with this formula, charge and spin	271.9	kJ/mol

Geometry as ORCA input:
```
! RIJCOSX wB97M-V def2-TZVPD def2/J DEFGRID3
* xyz 0 1
C -31.5021 12.3467 -9.8672
C -31.6873 11.2680 -10.9517
C -33.0219 11.3661 -11.6562
O -30.5875 11.4196 -11.8540
H -31.7412 13.3502 -10.2962
H -30.4844 12.3379 -9.4302
H -32.2057 12.1695 -9.0116
H -31.4870 10.3386 -10.4600
H -32.9259 12.1305 -12.3944
H -33.7508 11.7485 -10.9207
H -33.4148 10.3901 -12.1606
H -30.3309 10.5544 -12.1781
C -21.5232 12.2162 -21.2911
C -22.6194 11.7945 -20.3219
C -22.1489 10.7541 -19.2728
O -23.1575 12.9580 -19.6603
H -20.6500 12.6330 -20.7588
H -21.9821 13.0024 -21.9607
H -21.1446 11.4243 -21.9178
H -23.5137 11.3666 -20.7852
H -21.7410 9.8357 -19.7612
H -22.9168 10.5299 -18.4675
H -21.2573 11.1799 -18.7107
H -23.5858 13.5411 -20.3075
C -19.7774 12.3784 -13.5801
C -18.5655 12.0258 -12.7821
C -17.2786 12.0250 -13.6478
O -18.4730 13.0380 -11.8114
H -20.6160 12.5307 -12.9150
H -20.0207 11.4979 -14.0965
H -19.7067 13.2671 -14.2510
H -18.7017 11.0092 -12.3073
H -17.0980 13.0737 -13.9338
H -17.3281 11.4120 -14.5396
H -16.4475 11.7864 -12.9657
H -17.5477 13.3495 -11.7456
C -22.0679 15.6440 -8.3614
C -21.2396 14.7797 -9.2137
C -21.8576 14.1677 -10.4758
O -20.1291 15.6513 -9.5512
H -21.3722 16.1645 -7.6823
H -22.8672 15.0780 -7.8113
H -22.4877 16.4524 -8.9628
H -20.8259 14.0094 -8.5833
H -21.7665 14.9647 -11.1336
H -22.9233 14.0009 -10.3503
H -21.2895 13.3137 -10.7939
H -19.6094 15.1950 -10.2349
C -23.2405 12.9068 -16.3164
C -24.2587 13.9841 -16.4711
C -23.6324 15.3513 -16.6959
O -25.0609 13.6291 -17.6243
H -22.5226 13.1213 -15.4673
H -22.7415 12.8352 -17.2686
H -23.7262 11.9226 -16.1195
H -25.0136 14.0427 -15.6831
H -23.2162 15.6977 -15.7771
H -24.4750 16.0458 -16.9699
H -22.8071 15.3096 -17.4038
H -24.4705 13.4003 -18.3116
C -27.6080 7.2320 -12.7608
C -28.5543 8.1462 -13.4971
C -29.6864 7.4777 -14.1649
O -29.0695 9.1072 -12.5972
H -28.1448 6.6488 -12.0580
H -26.7853 7.7046 -12.2614
H -27.2212 6.5855 -13.5378
H -27.9935 8.6328 -14.2483
H -30.2424 6.8911 -13.4398
H -29.3747 6.8050 -14.9137
H -30.3377 8.2650 -14.6324
H -28.3440 9.6999 -12.3247
C -28.5668 15.7979 -11.0095
C -27.1267 15.5415 -11.4911
C -26.1927 15.6077 -10.3308
O -26.9868 14.2658 -12.1715
H -29.3402 15.9435 -11.7793
H -28.5654 16.6845 -10.3058
H -28.9101 15.1116 -10.2758
H -26.9454 16.3634 -12.2035
H -25.2147 15.2030 -10.6037
H -26.5265 15.0952 -9.4930
H -26.0675 16.6503 -10.1021
H -27.8623 14.2394 -12.6548
C -23.6466 4.0594 -10.9065
C -24.1896 5.4904 -10.9593
C -25.2411 5.8637 -9.9394
O -23.0202 6.3988 -10.7780
H -23.1322 3.9142 -9.9912
H -22.9081 3.8952 -11.7261
H -24.4817 3.3558 -10.9660
H -24.4879 5.6866 -11.9686
H -26.0973 5.1656 -10.0415
H -25.6621 6.8719 -10.1390
H -24.7568 5.7202 -8.9813
H -22.5264 6.2605 -11.5936
C -21.6548 11.8689 -6.7887
C -22.7420 11.5873 -5.7033
C -22.1380 11.0222 -4.3831
O -23.4775 12.8027 -5.4559
H -21.2602 12.8317 -6.4996
H -22.0688 11.9864 -7.8306
H -20.8782 11.1298 -6.7602
H -23.4795 10.9179 -6.1493
H -23.0028 10.8275 -3.6855
H -21.5832 11.7181 -3.7449
H -21.5058 10.1679 -4.5045
H -24.2575 12.6719 -4.9295
C -27.0347 10.2727 -9.9817
C -25.7430 10.8973 -10.4432
C -24.5445 10.0461 -9.9691
C -23.2454 10.3134 -10.6398
C -23.4092 10.0538 -12.1299
C -24.5449 10.8346 -12.7576
N -25.7755 10.7386 -11.9620
O -26.8252 11.4101 -12.6861
C -24.0665 12.3874 -13.0203
C -24.6616 10.2987 -14.2066
C -25.5216 12.3381 -9.9802
H -27.1542 9.2226 -10.3764
H -27.8953 10.9262 -10.1955
H -26.9226 10.1796 -8.8753
H -24.4880 10.1512 -8.8832
H -24.9095 9.0354 -10.1541
H -22.3979 9.6756 -10.3198
H -22.8928 11.3117 -10.3111
H -23.6370 8.9517 -12.1527
H -22.4903 10.2108 -12.7410
H -23.8556 13.0640 -12.1271
H -23.1515 12.3976 -13.6640
H -24.8302 12.9326 -13.6043
H -24.9268 9.2623 -14.1983
H -25.5006 10.8008 -14.7104
H -23.7825 10.4545 -14.8357
H -24.6441 12.8108 -10.3830
H -25.5104 12.3408 -8.9169
H -26.3300 12.9554 -10.2686
H -26.7263 12.3686 -12.5669
C -30.5233 13.3123 -4.7244
C -29.3486 13.6785 -5.5842
C -29.6679 15.0746 -6.2342
C -28.4694 15.7970 -6.8786
C -27.3343 15.8695 -5.8616
C -26.9366 14.4248 -5.4054
N -28.0732 13.8546 -4.7746
O -27.7678 12.7171 -4.0787
C -26.2224 13.7436 -6.5590
C -25.9197 14.6408 -4.3075
C -29.2002 12.5590 -6.5588
H -30.6504 13.8670 -3.8476
H -30.5138 12.2382 -4.4588
H -31.3587 13.4887 -5.3738
H -30.4491 14.9153 -6.9224
H -30.0478 15.7214 -5.4508
H -28.9200 16.8050 -7.1584
H -28.1161 15.3719 -7.8107
H -27.6696 16.3546 -4.9159
H -26.4517 16.4065 -6.1643
H -26.6861 14.0002 -7.5078
H -25.1639 14.0333 -6.6612
H -26.2015 12.6397 -6.5019
H -25.4912 13.6822 -3.9318
H -25.1469 15.2905 -4.7011
H -26.4642 15.2184 -3.5508
H -30.1610 12.1539 -6.9528
H -28.8023 11.7032 -6.0622
H -28.5847 12.7086 -7.4203
H -27.8181 11.9396 -4.6836
C -29.6021 15.7123 -14.8125
C -30.6929 14.6359 -14.7604
C -31.4057 14.7620 -16.1303
C -30.5997 14.2007 -17.2865
C -30.3270 12.7187 -16.9625
C -29.4490 12.5658 -15.7011
N -30.1844 13.2887 -14.6500
O -29.3434 13.2424 -13.4202
C -29.3126 11.1235 -15.2717
C -28.0287 13.0951 -15.9066
C -31.6673 15.0297 -13.6280
H -29.8517 16.5939 -14.2306
H -29.2892 15.9071 -15.8198
H -28.7109 15.3506 -14.3512
H -32.3937 14.2863 -15.9948
H -31.6733 15.8051 -16.3401
H -29.6766 14.7217 -17.4329
H -31.1884 14.1913 -18.2149
H -29.7506 12.1830 -17.6835
H -31.3371 12.1845 -16.8437
H -28.8813 10.5321 -16.1149
H -28.5801 11.1380 -14.4659
H -30.3138 10.8036 -14.9653
H -27.5973 13.1347 -14.9008
H -27.4249 12.4792 -16.5822
H -28.0261 14.1220 -16.2597
H -32.2087 15.9866 -13.9236
H -31.1221 15.2332 -12.6935
H -32.4702 14.2741 -13.4757
H -29.8333 12.6973 -12.7872
C -28.9327 6.6522 -8.9092
C -30.3381 7.2366 -8.8769
C -30.9887 7.2649 -10.2332
C -31.3958 5.8675 -10.7367
C -32.3166 5.1768 -9.7220
C -31.7177 5.1629 -8.3590
N -31.3799 6.5734 -8.0206
O -30.7874 6.5980 -6.6784
C -32.8044 4.7004 -7.3387
C -30.6262 4.0948 -8.2177
C -30.3199 8.6491 -8.3699
H -28.5854 6.2879 -7.9217
H -28.3213 7.4826 -9.2684
H -28.8222 5.8544 -9.6412
H -31.8585 7.9539 -10.1497
H -30.2452 7.7624 -10.8365
H -30.5404 5.3095 -10.9814
H -31.8568 6.0253 -11.7398
H -32.6232 4.2303 -10.1160
H -33.2276 5.7329 -9.6170
H -33.1785 3.7343 -7.5586
H -32.3029 4.6987 -6.3974
H -33.6027 5.4381 -7.3573
H -30.0066 4.1079 -7.3055
H -31.1245 3.1287 -8.1364
H -29.9931 4.0305 -9.0985
H -29.6360 8.9050 -7.5845
H -31.3314 8.9394 -8.0727
H -30.0613 9.3296 -9.2282
H -31.4998 6.6910 -6.0511
C -19.4222 8.1496 -13.5859
C -20.0540 7.0771 -14.4861
C -19.2462 6.8084 -15.7102
C -19.7372 5.6259 -16.4970
C -19.7137 4.3578 -15.6069
C -20.4988 4.5959 -14.2888
N -20.0711 5.8829 -13.6807
O -20.9500 6.1122 -12.4938
C -21.9910 4.4426 -14.4584
C -19.9905 3.5015 -13.3014
C -21.4246 7.5850 -14.9476
H -19.9250 8.1698 -12.6692
H -18.4202 7.9396 -13.2258
H -19.4822 9.1626 -14.0379
H -19.2260 7.7440 -16.1907
H -18.2251 6.5100 -15.3900
H -20.7553 5.8882 -16.8557
H -18.9841 5.5569 -17.3321
H -18.6980 4.1245 -15.2771
H -20.1306 3.4743 -16.1214
H -22.3561 4.9453 -13.5292
H -22.2756 3.4354 -14.4544
H -22.3732 4.9864 -15.3097
H -20.0344 2.5515 -13.8610
H -20.6605 3.4272 -12.4844
H -18.9787 3.7798 -12.9371
H -21.3289 8.4610 -15.6309
H -21.9249 6.8227 -15.5030
H -22.0631 8.0131 -14.1859
H -20.5734 5.6268 -11.7496
C -26.0113 8.3449 -20.2620
C -26.7939 9.4400 -19.4723
C -26.9499 10.7009 -20.3427
C -28.0616 10.4611 -21.4240
C -29.3898 10.1293 -20.7755
C -29.3720 8.8148 -20.0508
N -28.1944 8.9599 -19.1110
O -28.0638 7.7621 -18.3626
C -30.6561 8.7545 -19.1950
C -29.4078 7.5284 -20.9132
C -26.0815 9.8127 -18.1795
H -25.9952 7.3498 -19.7746
H -25.0126 8.6070 -20.6482
H -26.5353 8.0715 -21.1864
H -27.3800 11.4877 -19.7094
H -25.9746 11.1660 -20.6526
H -27.6074 9.6585 -21.9627
H -28.1656 11.3482 -22.0833
H -30.1210 10.1806 -21.5828
H -29.6595 10.9810 -20.1552
H -31.5305 8.7471 -19.8575
H -30.6823 7.9141 -18.5161
H -30.8044 9.7451 -18.6499
H -29.5074 6.6517 -20.3005
H -30.2934 7.5419 -21.6320
H -28.5519 7.3545 -21.5362
H -25.5416 8.9146 -17.7494
H -26.7549 9.9351 -17.3155
H -25.4736 10.7491 -18.4093
H -28.1909 8.0270 -17.4113
C -25.7474 8.6984 -3.7491
C -25.8566 8.0826 -5.1163
C -24.5463 7.4935 -5.5837
C -24.1900 6.2244 -4.8493
C -25.3177 5.2451 -5.1220
C -26.6555 5.7638 -4.5008
N -26.8965 7.0567 -5.0833
O -28.2169 7.4839 -4.7193
C -27.6969 4.7924 -5.0430
C -26.5240 5.6402 -3.0278
C -26.4411 9.0959 -6.1146
H -25.5030 7.9419 -2.9832
H -26.6535 9.1416 -3.4476
H -25.0411 9.5657 -3.7284
H -24.5212 7.3121 -6.6513
H -23.8162 8.3083 -5.4641
H -23.9792 6.4234 -3.7444
H -23.2858 5.8440 -5.2831
H -25.0676 4.2817 -4.7763
H -25.4063 5.0858 -6.2416
H -28.0095 5.0817 -6.0803
H -27.3465 3.7806 -5.0453
H -28.6920 4.8676 -4.5583
H -27.3972 6.2309 -2.6063
H -26.6026 4.5690 -2.7998
H -25.7033 6.0879 -2.4992
H -26.7100 8.5290 -7.0350
H -25.6877 9.8709 -6.2540
H -27.3576 9.6005 -5.7112
H -28.7562 7.5182 -5.5133
*
```

Atomic partial charges in e from the Mulliken method, atoms 1 to 8: number 1, C, carries -1.061; number 2, C, carries 2.572; number 3, C, carries -1.386; number 4, O, carries 0.629; number 5, H, carries 0.339; number 6, H, carries -0.164; number 7, H, carries 0.453; number 8, H, carries -1.505